Entry 1:
{"formula": "C5H9N2", "method": "wB97M-V/def2-TZVPD", "species": ["C", "C", "N", "C", "C", "N", "C", "H", "H", "H", "H", "H", "H", "H", "H", "H"], "coordinates": [[-0.296, -0.612, -1.738], [0.054, 0.466, -0.829], [0.240, 0.268, 0.601], [-0.009, -0.972, 1.288], [0.340, 1.621, 1.129], [0.163, 2.523, 0.111], [-0.033, 1.889, -0.988], [0.350, -1.507, -1.710], [-0.113, -0.423, -2.785], [-1.367, -0.767, -1.674], [-0.909, -1.528, 1.037], [-0.170, -0.832, 2.330], [0.722, -1.602, 1.027], [1.217, 1.707, 1.646], [-0.511, 1.653, 1.957], [-0.221, 2.561, -1.783]], "total_charge": 1, "largest_force_ev_per_a": 6.91, "de_lowest_kj_mol": 323.54, "lumo_ev": -5.881, "homo_ha": -0.57818, "e_tot_ha": -305.1068}



Entry 2:
{"formula": "C30H42IrN4OS3", "method": "wB97M-V/def2-TZVPD", "species": ["Ir", "C", "N", "C", "C", "N", "C", "C", "C", "C", "C", "C", "C", "S", "C", "C", "C", "C", "C", "C", "S", "H", "H", "H", "H", "H", "H", "H", "H", "H", "H", "H", "H", "H", "H", "H", "H", "H", "H", "C", "C", "N", "C", "C", "C", "C", "N", "H", "H", "H", "H", "H", "H", "H", "H", "H", "H", "H", "H", "H", "H", "C", "C", "C", "C", "C", "C", "C", "S", "C", "O", "H", "H", "H", "H", "H", "H", "H", "H", "H", "H"], "coordinates": [[0.808, 0.648, 0.446], [-0.843, -0.523, 2.571], [0.380, 0.340, 2.464], [1.558, -0.463, 2.957], [2.838, 0.119, 2.419], [2.796, 0.062, 0.927], [3.807, 1.002, 0.349], [3.121, -1.281, 0.407], [4.288, -1.930, 0.787], [4.616, -3.145, 0.207], [3.793, -3.705, -0.759], [2.632, -3.056, -1.141], [2.294, -1.840, -0.555], [0.760, -1.044, -0.963], [0.213, 1.554, 3.287], [-0.229, 1.485, 4.592], [-0.359, 2.659, 5.333], [-0.043, 3.897, 4.779], [0.410, 3.968, 3.480], [0.537, 2.791, 2.722], [1.079, 2.843, 1.098], [-0.917, -0.937, 3.576], [-0.754, -1.333, 1.852], [-1.737, 0.054, 2.358], [1.421, -1.484, 2.596], [1.554, -0.473, 4.047], [3.697, -0.422, 2.812], [2.941, 1.167, 2.708], [4.809, 0.693, 0.643], [3.615, 2.011, 0.707], [3.725, 0.971, -0.735], [4.960, -1.497, 1.517], [5.524, -3.650, 0.507], [4.055, -4.651, -1.213], [1.978, -3.490, -1.886], [-0.476, 0.540, 5.056], [-0.710, 2.597, 6.354], [-0.149, 4.798, 5.367], [0.666, 4.917, 3.027], [-3.096, 4.850, -1.940], [-3.171, 3.360, -2.233], [-2.716, 2.538, -1.100], [-3.662, 2.406, 0.022], [-3.242, 3.196, 1.256], [-1.499, 2.003, -1.053], [-0.519, 2.359, -2.127], [-1.138, 1.165, -0.099], [-3.416, 5.417, -2.814], [-2.080, 5.157, -1.690], [-3.750, 5.124, -1.112], [-2.598, 3.100, -3.118], [-4.198, 3.061, -2.443], [-3.815, 1.352, 0.254], [-4.617, 2.781, -0.341], [-2.290, 2.854, 1.668], [-4.001, 3.081, 2.031], [-3.146, 4.258, 1.029], [-0.831, 1.897, -3.065], [0.471, 1.979, -1.889], [-0.465, 3.437, -2.274], [-1.913, 0.858, 0.480], [-4.685, 1.233, -5.457], [-4.211, 0.532, -4.215], [-2.953, -0.058, -4.155], [-2.522, -0.710, -3.004], [-3.363, -0.771, -1.907], [-4.623, -0.185, -1.940], [-5.039, 0.456, -3.091], [-2.825, -1.626, -0.436], [-3.813, -3.102, -0.690], [-3.393, -0.883, 0.740], [-3.954, 1.163, -6.260], [-4.877, 2.290, -5.261], [-5.621, 0.799, -5.811], [-2.306, -0.020, -5.023], [-1.541, -1.171, -2.968], [-5.267, -0.245, -1.070], [-6.029, 0.897, -3.130], [-4.859, -2.821, -0.803], [-3.682, -3.741, 0.182], [-3.446, -3.601, -1.585]], "total_charge": 2, "largest_force_ev_per_a": 0.33, "s2": 0.77, "de_lowest_kj_mol": 37.21, "lumo_ev": [-6.626, -8.525], "homo_ha": [-0.49477, -0.49473], "multiplicity": 2, "e_tot_ha": -2761.0496}



Entry 3:
{"formula": "C4H5O", "method": "wB97M-V/def2-TZVPD", "species": ["C", "C", "C", "C", "O", "H", "H", "H", "H", "H"], "coordinates": [[-0.578, 0.622, -0.566], [0.756, 0.040, -0.566], [-1.253, 0.162, 0.509], [0.589, -1.027, 0.506], [-0.495, -0.844, 1.118], [-0.943, 1.438, -1.283], [1.432, 0.762, 0.002], [-2.148, 0.380, 0.879], [1.431, 0.406, -1.475], [1.208, -1.938, 0.876]], "total_charge": 1, "largest_force_ev_per_a": 4.96, "de_lowest_kj_mol": 120.33, "lumo_ev": -5.883, "homo_ha": -0.57224, "e_tot_ha": -230.2725}